Entry i
Here is a single C5H12N2 molecule from OMol25. Energies are from ωB97M-V/def2-TZVPD.

Structure (ORCA input):
```
! wB97M-V def2-TZVPD RIJCOSX def2/J DEFGRID3
* xyz 0 1
C 2.7756 1.3705 -0.7176
C 1.5581 0.9163 -0.9731
C 0.2716 1.6273 -0.6373
C -0.6971 0.8087 0.2107
N -0.8255 -0.5757 -0.2527
C -1.7373 -1.3747 0.5696
N -1.1576 -2.4034 1.3902
H 3.6413 0.8307 -1.0753
H 2.9397 2.2799 -0.1573
H 1.4482 0.0403 -1.6013
H 0.4465 2.5879 -0.1427
H -0.1884 1.7972 -1.6197
H -0.3943 0.8470 1.2700
H -1.6825 1.2672 0.1692
H 0.1091 -0.9695 -0.2171
H -2.3135 -0.6938 1.1995
H -2.4864 -1.8412 -0.0694
H -0.6709 -3.0834 0.8131
H -0.4674 -2.0446 2.0419
*
```

## Properties
- gap between HOMO and LUMO (eV) = 9.8
- HOMO energy (eV) = -8.7
- SMILES string = C=CCCNCN



Entry ii
Here is a single C5H12N2 molecule from OMol25. Energies are from ωB97M-V/def2-TZVPD.

Structure (ORCA input):
```
! wB97M-V def2-TZVPD RIJCOSX def2/J DEFGRID3
* xyz 0 1
C -1.5874 0.4442 2.8379
C -1.6464 -0.4208 1.8383
C -0.4684 -1.0495 1.1562
C -0.2841 -0.5947 -0.2933
N 0.9592 0.0942 -0.4864
C 1.6395 0.2103 -1.7520
N 1.0945 1.0977 -2.7688
H -2.4526 0.9859 3.1842
H -0.6462 0.6291 3.3441
H -2.6185 -0.4765 1.3567
H -0.5827 -2.1282 1.2219
H 0.4259 -0.8405 1.7484
H -1.1596 -0.0001 -0.6090
H -0.2979 -1.4632 -0.9616
H 1.2147 0.7578 0.2267
H 1.6652 -0.7975 -2.1586
H 2.6851 0.4477 -1.5412
H 0.2098 0.7088 -3.0857
H 0.7817 1.9693 -2.3401
*
```

## Properties
- gap between HOMO and LUMO (eV) = 9.5
- HOMO energy (eV) = -8.4
- SMILES string = C=CCCNCN



Least stable structure among those shown: entry ii.